# C31H73N4O7

5 unconnected molecules or ions with the total composition C31H73N4O7 at a distorted geometry (ωB97M-V/def2-TZVPD, the Open Molecules 2025 dataset).

The geometry in XYZ format:
```
115
C31H73N4O7 | the Open Molecules 2025 dataset | ωB97M-V/def2-TZVPD
C 4.72312 4.64481 2.81206
O 3.58861 4.14911 2.03956
C 3.29355 2.78957 2.44166
C 2.20058 2.12694 1.56941
N 2.40035 2.61774 0.10855
H 2.28996 3.62168 0.11030
H 3.35800 2.45075 -0.16555
C 1.46602 1.98876 -0.93993
C 1.46923 2.89787 -2.18048
O 1.20587 4.28342 -1.90290
C 1.22810 5.19274 -3.09865
H 5.61006 4.15528 2.40983
H 4.58237 4.55152 3.88890
H 4.73631 5.69555 2.52244
H 3.18638 2.57041 3.50401
H 4.17399 2.17146 2.26601
H 1.16948 2.44879 1.71553
H 2.34332 1.05778 1.41254
H 0.46342 1.96451 -0.51293
H 1.77044 0.96840 -1.17291
H 0.69031 2.60718 -2.88537
H 2.38494 2.73302 -2.74829
H 1.34792 6.16933 -2.62961
H 0.19140 5.09677 -3.42138
H 2.03920 5.02697 -3.80769
C 0.25314 -5.39149 -0.79572
O -0.49127 -4.32096 -1.39964
C -1.75880 -4.70769 -1.98661
C -2.51105 -3.53899 -2.59188
N -1.55754 -2.65592 -3.41130
H -0.91106 -2.21659 -2.77166
H -0.94617 -3.25131 -3.95152
C -2.14674 -1.55913 -4.34124
C -1.06173 -0.91412 -5.22242
O 0.11424 -0.55440 -4.44092
C 1.09719 0.17002 -5.26110
H 1.20424 -5.08612 -0.35953
H 0.41608 -6.26275 -1.43013
H -0.33886 -5.79423 0.02613
H -2.22834 -5.07880 -1.07561
H -1.68930 -5.49410 -2.73816
H -3.12986 -2.95875 -1.90741
H -3.19336 -3.93832 -3.34227
H -2.60049 -0.72017 -3.81362
H -2.91416 -1.97878 -4.99167
H -1.43513 -0.08849 -5.82822
H -0.76958 -1.66922 -5.95220
H 1.34743 -0.51994 -6.06697
H 1.96136 0.28836 -4.60741
H 0.68407 1.09147 -5.67143
C -1.70860 6.55905 1.33863
C -1.35738 5.29236 0.50826
C -2.58141 4.34563 0.27900
C -2.39792 3.16454 -0.65043
N -3.64370 2.26655 -0.74868
C -3.32075 1.31925 -1.99770
C -4.17292 1.77675 -3.13709
C -5.45914 2.27845 -2.41661
C -4.98686 2.99398 -1.09341
C -3.84527 1.28678 0.41796
H -2.26468 6.30192 2.24017
H -2.10366 7.40569 0.77717
H -0.78941 7.02907 1.68832
H -0.69804 4.77650 1.20631
H -0.68875 5.38382 -0.34771
H -3.41848 4.94668 -0.07617
H -3.00298 4.07657 1.24748
H -1.68134 2.44616 -0.25225
H -1.93811 3.58801 -1.54337
H -3.61760 0.31618 -1.69136
H -2.25465 1.35077 -2.22250
H -4.28156 0.92571 -3.80942
H -3.71198 2.63970 -3.61767
H -6.14156 1.51339 -2.04632
H -5.92987 2.98284 -3.10243
H -5.56310 2.93401 -0.17013
H -4.89695 4.06331 -1.28458
H -2.93143 0.71484 0.57875
H -4.67678 0.58279 0.38495
H -3.86030 1.94821 1.28422
C 2.63638 -6.75576 1.55644
C 2.42886 -6.40746 3.08952
C 1.47353 -5.19385 3.27231
C 1.91711 -3.82052 2.68056
N 1.47677 -2.63456 3.67111
C 2.19339 -2.66636 4.99342
C 3.54462 -1.95533 4.79990
C 3.32706 -1.07046 3.53083
C 1.93041 -1.33785 2.96783
C -0.04938 -2.52235 3.76159
H 2.71651 -5.84246 0.96689
H 1.76704 -7.37690 1.34074
H 3.59074 -7.28168 1.52996
H 3.34096 -6.25480 3.66648
H 1.98649 -7.28781 3.55574
H 1.42069 -5.10658 4.35752
H 0.49416 -5.41973 2.85050
H 1.61778 -3.58913 1.65832
H 3.00648 -3.80135 2.71262
H 1.64302 -2.00284 5.66046
H 2.17992 -3.61768 5.52531
H 3.77333 -1.33177 5.66418
H 4.34740 -2.68067 4.66744
H 3.45665 -0.00671 3.73017
H 3.92011 -1.28693 2.64228
H 1.23129 -0.53462 3.20056
H 1.86300 -1.36299 1.88021
H -0.31776 -3.47536 4.21749
H -0.38674 -2.43666 2.72865
H -0.27561 -1.64077 4.36136
O -0.05425 -2.22402 0.24012
C -0.72631 -1.10309 -0.08341
O -1.68341 -1.19650 -0.83636
O -0.56672 -0.02024 0.59466
H -0.60556 -2.79362 -0.30138
```

As for the total charge: +3. The value obtained for the max |F| is 0.115 Eh/bohr. The frontier orbital gap is 0.338 Eh.

These are the Löwdin partial charges, in e, on atoms 1 to 99:
1. C -0.041
2. O -0.196
3. C -0.204
4. C -0.040
5. N 0.074
6. H 0.147
7. H 0.174
8. C -0.063
9. C -0.212
10. O -0.238
11. C -0.003
12. H 0.097
13. H 0.099
14. H 0.100
15. H 0.127
16. H 0.115
17. H 0.135
18. H 0.114
19. H 0.091
20. H 0.139
21. H 0.117
22. H 0.123
23. H 0.094
24. H 0.088
25. H 0.098
26. C -0.062
27. O -0.238
28. C -0.152
29. C -0.072
30. N 0.096
31. H 0.126
32. H 0.174
33. C -0.048
34. C -0.190
35. O -0.223
36. C -0.049
37. H 0.070
38. H 0.105
39. H 0.092
40. H 0.140
41. H 0.138
42. H 0.128
43. H 0.136
44. H 0.100
45. H 0.140
46. H 0.135
47. H 0.125
48. H 0.094
49. H 0.087
50. H 0.092
51. C -0.086
52. C -0.222
53. C -0.187
54. C -0.117
55. N -0.183
56. C -0.129
57. C -0.149
58. C -0.107
59. C -0.047
60. C 0.029
61. H 0.082
62. H 0.078
63. H 0.072
64. H 0.088
65. H 0.089
66. H 0.105
67. H 0.115
68. H 0.107
69. H 0.137
70. H 0.109
71. H 0.118
72. H 0.115
73. H 0.123
74. H 0.119
75. H 0.120
76. H 0.130
77. H 0.120
78. H 0.076
79. H 0.122
80. H 0.100
81. C -0.072
82. C -0.216
83. C -0.183
84. C -0.049
85. N -0.227
86. C -0.096
87. C -0.103
88. C -0.136
89. C -0.134
90. C 0.053
91. H 0.045
92. H 0.078
93. H 0.079
94. H 0.106
95. H 0.111
96. H 0.096
97. H 0.111
98. H 0.104
99. H 0.131

# C20H30N2O8S2

3 unconnected molecules or ions with the total composition C20H30N2O8S2 at a distorted geometry (ωB97M-V/def2-TZVPD, the Open Molecules 2025 dataset).

The geometry in XYZ format:
```
62
C20H30N2O8S2 | the Open Molecules 2025 dataset | ωB97M-V/def2-TZVPD
C 1.36349 -2.05078 2.00999
C 2.84117 -2.61619 1.94869
O 3.49759 -2.04981 0.80563
C 4.50158 -1.10082 1.15624
C 4.45378 0.14549 0.15554
O 4.56589 1.40426 0.83940
N 3.40642 2.18693 0.64387
C 3.64869 3.54031 1.20749
O 3.44290 4.57981 0.67194
C 4.14423 3.17611 2.63964
C 5.04565 3.81170 3.57348
C 5.27312 3.10450 4.84571
C 4.62506 1.81763 5.16754
N 4.92143 1.15619 6.43393
C 3.67986 1.18930 4.21392
C 3.46289 1.89607 2.97919
C 2.55773 1.62052 1.72953
O 1.47136 1.14518 1.65525
H 0.57038 -2.81168 2.19299
H 1.20877 -1.45127 1.07880
H 1.32679 -1.30026 2.85331
H 2.75698 -3.73517 1.83099
H 3.35247 -2.42150 2.92533
H 5.51038 -1.58533 1.05328
H 4.42078 -0.72382 2.21024
H 5.34910 0.01754 -0.51943
H 3.55088 0.05760 -0.50001
H 5.51543 4.78163 3.31413
H 5.96866 3.59968 5.56088
H 5.83208 0.70463 6.29754
H 4.20605 0.42668 6.53534
H 3.16688 0.22219 4.39820
O 0.09611 -0.42370 -1.25858
S -1.05502 -0.22824 -0.40686
O -1.17006 -0.86666 0.88313
C -1.32620 1.52624 -0.21349
C -2.23551 1.89655 -1.37913
C -3.28062 0.77933 -1.46479
C -2.53670 -0.55395 -1.36266
H -0.37302 2.05195 -0.22598
H -1.82877 1.68168 0.74242
H -2.69782 2.87349 -1.23091
H -1.65777 1.93291 -2.30749
H -3.98316 0.87361 -0.63136
H -3.85816 0.83818 -2.38689
H -3.13192 -1.30753 -0.85736
H -2.23111 -0.91810 -2.34423
O -4.99128 0.30727 -4.00408
S -5.25937 -1.02211 -3.51029
O -4.94318 -1.42259 -2.16061
C -6.96998 -1.41431 -3.84122
C -6.95294 -2.02680 -5.23707
C -5.74351 -2.96615 -5.26450
C -4.55919 -2.20800 -4.65729
H -7.57639 -0.51252 -3.77467
H -7.29457 -2.14218 -3.09605
H -7.88164 -2.55592 -5.45316
H -6.82807 -1.24207 -5.98853
H -5.95907 -3.85408 -4.66385
H -5.51688 -3.30333 -6.27667
H -3.88673 -2.87501 -4.11973
H -4.00593 -1.65528 -5.41668
```

As for the total charge: 0. The value obtained for the max |F| is 0.056 Eh/bohr. The frontier orbital gap is 0.322 Eh. Its SMILES is CCOCCON1C(=O)c2ccc(N)cc2C1=O.O=S1(=O)CCCC1.O=S1(=O)CCCC1.

Per-atom Löwdin charges, elementary charge units:
1. C -0.078
2. C -0.250
3. O -0.164
4. C -0.168
5. C -0.107
6. O -0.128
7. N 0.022
8. C -0.309
9. O 0.169
10. C -0.056
11. C 0.013
12. C -0.006
13. C -0.253
14. N 0.048
15. C 0.043
16. C -0.049
17. C -0.309
18. O 0.168
19. H 0.077
20. H 0.048
21. H 0.066
22. H 0.116
23. H 0.106
24. H 0.124
25. H 0.109
26. H 0.128
27. H 0.142
28. H 0.116
29. H 0.105
30. H 0.089
31. H 0.075
32. H 0.113
33. O -0.324
34. S 0.667
35. O -0.331
36. C -0.236
37. C -0.212
38. C -0.228
39. C -0.240
40. H 0.097
41. H 0.111
42. H 0.115
43. H 0.121
44. H 0.126
45. H 0.063
46. H 0.087
47. H 0.104
48. O -0.317
49. S 0.688
50. O -0.321
51. C -0.226
52. C -0.221
53. C -0.214
54. C -0.214
55. H 0.111
56. H 0.110
57. H 0.117
58. H 0.121
59. H 0.119
60. H 0.116
61. H 0.107
62. H 0.109

# C4H10N2O3

C4H10N2O3 in the gas phase at a distorted geometry (ωB97M-V/def2-TZVPD, the Open Molecules 2025 dataset).

The geometry in XYZ format:
```
19
C4H10N2O3 | the Open Molecules 2025 dataset | ωB97M-V/def2-TZVPD
C 1.06804 1.85687 1.47465
N 1.01358 1.11368 0.21950
C 0.38071 -0.18821 0.30766
O -0.44069 -0.39030 1.43105
O -1.69354 0.30013 1.23310
O 1.12645 -1.24724 -0.08152
C -0.10718 -0.79512 -0.96344
C -1.14092 -1.88705 -1.00774
N 0.00899 -0.03943 -2.11017
H 1.51058 1.28552 2.29864
H 0.05762 2.16095 1.74782
H 1.66162 2.75335 1.30489
H 1.96514 0.96037 -0.10842
H -2.06323 0.25784 2.12354
H -0.99931 -2.56910 -0.17664
H -2.13276 -1.44840 -0.93220
H -1.06105 -2.44333 -1.93242
H 0.44630 0.86316 -1.93041
H 0.39967 -0.54368 -2.89788
```

As for the total charge: 0. The value obtained for the max |F| is 0.047 Eh/bohr. The frontier orbital gap is 0.363 Eh. Its SMILES is CN[C@]1(OO)O[C@]1(C)N.

Per-atom Löwdin charges, elementary charge units:
1. C -0.104
2. N 0.001
3. C -0.588
4. O -0.041
5. O 0.013
6. O 0.071
7. C -0.397
8. C 0.000
9. N 0.134
10. H 0.086
11. H 0.074
12. H 0.080
13. H 0.122
14. H 0.109
15. H 0.088
16. H 0.086
17. H 0.079
18. H 0.087
19. H 0.102

no.,energy (hartree),HOMO (eV)
1,-1969.62689,-15.3377
2,-2287.69869,-8.9218
3,-493.50688,-9.0905